DFT (ωB97M-V with the def2-TZVPD basis set) results for C24H21AsNO4ReS5Sb as an isolated structure at a distorted geometry.

As for the HOMO energy: -0.5913 hartree. As for the energy above the lowest of the compared OMol25 structures with the same formula, charge and spin: 0.000 eV. Its HOMO-LUMO gap is 0.238 hartree. The net charge is +3.

Each line ends with the Löwdin charge.
Geometry (Å):
Re: 2.871 -2.671 1.898  0.54
S: 6.041 -2.540 5.502  0.14
Sb: 5.565 -4.235 4.274  0.37
S: 4.744 -2.587 1.092  0.18
S: 2.756 -3.729 3.689  0.08
S: 5.761 -6.205 3.429  0.14
N: 1.483 7.071 2.319  0.20
C: 0.457 6.603 1.620  -0.25
C: 0.408 6.785 0.205  0.02
C: -0.644 6.325 -0.511  -0.02
C: -1.696 5.645 0.155  -0.35
C: -1.648 5.419 1.555  -0.02
C: -0.595 5.888 2.269  0.01
S: -3.052 5.218 -0.696  0.92
O: -2.534 2.928 -1.693  0.00
O: -4.102 4.614 0.030  -0.20
O: -3.135 5.653 -2.032  -0.18
H: 1.441 7.115 3.325  0.14
H: 2.156 7.685 1.887  0.14
H: 1.201 7.336 -0.286  0.13
H: -0.711 6.508 -1.577  0.14
H: -2.470 4.915 2.046  0.13
H: -0.565 5.759 3.343  0.13
O: 1.340 -2.086 1.063  -0.68
As: 0.172 -2.260 -0.282  1.39
C: 1.224 -2.722 -1.807  -0.31
C: 0.679 -3.519 -2.810  -0.08
C: 1.434 -3.799 -3.938  -0.03
C: 2.716 -3.280 -4.065  -0.02
C: 3.243 -2.462 -3.073  -0.04
C: 2.497 -2.176 -1.942  -0.13
C: -0.638 -0.555 -0.528  -0.30
C: 0.103 0.508 -1.047  -0.06
C: -0.528 1.692 -1.384  0.03
C: -1.911 1.801 -1.217  -0.26
C: -2.642 0.763 -0.649  0.02
C: -2.006 -0.417 -0.310  -0.06
C: -1.011 -3.561 0.438  -0.32
C: -1.665 -3.220 1.624  -0.11
C: -2.522 -4.133 2.212  -0.04
C: -2.726 -5.374 1.618  -0.02
C: -2.060 -5.713 0.448  -0.03
C: -1.192 -4.810 -0.147  -0.07
H: -0.334 -3.899 -2.747  0.11
H: 1.017 -4.419 -4.719  0.13
H: 3.302 -3.503 -4.946  0.13
H: 4.234 -2.042 -3.186  0.12
H: 2.912 -1.525 -1.182  0.07
H: 1.161 0.401 -1.254  0.11
H: 0.017 2.501 -1.850  0.13
H: -3.432 2.692 -1.972  0.14
H: -3.714 0.860 -0.521  0.14
H: -2.597 -1.240 0.070  0.11
H: -1.502 -2.257 2.095  0.11
H: -3.032 -3.878 3.131  0.12
H: -3.403 -6.083 2.076  0.13
H: -2.209 -6.685 -0.002  0.13
H: -0.657 -5.103 -1.040  0.10

=====

DFT (ωB97M-V with the def2-TZVPD basis set) results for a 2-piece molecular cluster, C6H9NO overall at a distorted geometry.

As for the HOMO energy: -0.3489 hartree. As for the energy above the lowest of the compared OMol25 structures with the same formula, charge and spin: 3.232 eV. Its HOMO-LUMO gap is 0.363 hartree. The net charge is 0.

Each line ends with the Löwdin charge.
Geometry (Å):
H: 0.420 -2.348 1.255  0.06
N: 0.878 -1.522 0.873  0.12
C: 0.463 -1.159 -0.259  -0.21
C: 1.068 0.083 -0.949  -0.48
C: 2.266 0.634 -0.223  -0.03
O: 0.909 0.173 -2.152  0.06
H: -0.271 -1.678 -0.886  0.12
H: 2.606 1.546 -0.709  0.08
H: 3.067 -0.102 -0.260  0.09
H: 2.017 0.793 0.822  0.07
C: -1.039 1.362 -0.121  -0.01
C: -1.810 0.405 0.346  -0.17
C: -2.712 -0.396 0.817  0.01
H: -1.137 1.696 -1.143  0.08
H: -0.494 2.000 0.559  0.08
H: -2.543 -1.456 0.927  0.05
H: -3.688 -0.031 1.102  0.06

=====

DFT (ωB97M-V with the def2-TZVPD basis set) results for C36H32ILaN3O2Si as an isolated structure at a distorted geometry.

As for the HOMO energy: -0.3486 hartree. As for the energy above the lowest of the compared OMol25 structures with the same formula, charge and spin: 0.651 eV. Its HOMO-LUMO gap is 0.214 hartree. The net charge is +1.

Each line ends with the Löwdin charge.
Geometry (Å):
La: -0.715 0.519 -0.439  1.58
C: 4.375 1.534 -0.785  -0.05
O: 3.722 2.804 -0.819  0.04
C: 2.412 2.571 -0.755  -0.31
N: 2.030 1.354 -0.677  0.05
C: 3.216 0.511 -0.640  -0.24
C: 3.326 -0.313 0.626  -0.19
C: 2.436 -0.179 1.683  -0.07
C: 2.552 -0.986 2.804  -0.08
C: 3.578 -1.911 2.889  -0.07
C: 4.504 -2.008 1.862  -0.06
C: 4.376 -1.218 0.734  -0.04
C: 1.490 3.715 -0.781  -0.17
C: 1.961 5.025 -0.841  0.04
C: 1.039 6.060 -0.856  0.00
C: -0.312 5.757 -0.829  0.04
C: -0.690 4.418 -0.762  -0.17
N: 0.193 3.418 -0.728  0.12
C: -2.102 4.022 -0.700  -0.31
N: -2.480 2.804 -0.637  0.05
C: -3.930 2.785 -0.551  -0.27
C: -4.307 4.287 -0.637  -0.04
O: -3.047 4.963 -0.697  0.04
C: -4.410 2.094 0.707  -0.22
C: -3.548 1.815 1.762  -0.07
C: -3.995 1.085 2.851  -0.07
C: -5.313 0.667 2.913  -0.07
C: -6.193 1.002 1.896  -0.06
C: -5.743 1.705 0.792  -0.03
H: 5.058 1.516 0.066  0.14
H: 4.937 1.411 -1.712  0.14
H: 3.174 -0.179 -1.494  0.14
H: 1.656 0.575 1.651  0.08
H: 1.842 -0.882 3.611  0.11
H: 3.659 -2.548 3.755  0.11
H: 5.321 -2.708 1.944  0.11
H: 5.084 -1.303 -0.078  0.13
H: 3.021 5.217 -0.857  0.13
H: 1.370 7.086 -0.885  0.13
H: -1.069 6.523 -0.838  0.13
H: -4.314 2.232 -1.416  0.10
H: -4.856 4.639 0.238  0.14
H: -4.869 4.525 -1.541  0.14
H: -2.522 2.174 1.742  0.09
H: -3.308 0.848 3.649  0.11
H: -5.655 0.085 3.753  0.11
H: -7.226 0.701 1.961  0.11
H: -6.415 1.943 -0.019  0.12
I: -3.232 -0.298 -2.733  0.68
C: -2.902 -0.640 -0.598  -0.86
H: -3.820 -0.311 -0.112  -0.07
H: -2.824 -1.724 -0.502  -0.07
C: 4.097 -3.613 -3.289  -0.09
C: 3.938 -3.823 -1.929  -0.09
C: 2.844 -3.290 -1.268  -0.13
C: 1.888 -2.546 -1.955  -0.38
C: 2.107 -2.281 -3.308  -0.14
C: 3.194 -2.815 -3.974  -0.09
Si: 0.173 -2.148 -1.205  0.53
C: -0.348 -3.353 0.205  -0.36
C: -0.533 -2.932 1.520  -0.15
C: -1.088 -3.767 2.475  -0.09
C: -1.476 -5.051 2.126  -0.08
C: -1.289 -5.496 0.828  -0.08
C: -0.722 -4.658 -0.117  -0.11
H: 4.919 -4.073 -3.819  0.10
H: 4.649 -4.428 -1.386  0.10
H: 2.720 -3.484 -0.212  0.10
H: 1.392 -1.677 -3.852  0.09
H: 3.323 -2.636 -5.031  0.10
H: -0.700 -2.586 -2.358  -0.04
H: -0.248 -1.924 1.818  0.06
H: -1.244 -3.407 3.482  0.10
H: -1.938 -5.696 2.861  0.10
H: -1.611 -6.488 0.549  0.11
H: -0.585 -5.012 -1.128  0.10

=====

DFT (ωB97M-V with the def2-TZVPD basis set) results for an isolated molecule of C7H5NO3 at a distorted geometry.

As for the HOMO energy (spin up / spin down): -0.2299 / -0.3538 hartree. Its spin multiplicity is 3. The expectation value of S² is 2.0223. Its HOMO-LUMO gap (spin up / spin down) is 0.222 / 0.282 hartree. The net charge is 0.

Each line ends with the Löwdin charge.
Geometry (Å):
C: -1.124 0.854 -0.943  -0.10
C: -1.449 -0.409 -1.140  -0.04
C: 0.160 1.334 -0.552  -0.09
C: 1.280 0.723 -0.660  0.04
C: -0.541 -2.015 0.354  -0.02
C: -0.609 -1.572 -1.054  -0.42
C: -0.559 -2.367 1.486  0.17
N: 2.521 0.420 -0.547  -0.33
O: -0.095 -2.206 -1.971  0.10
O: 3.344 0.474 -1.443  0.11
O: 2.919 -0.133 0.670  0.07
H: -1.965 1.516 -0.777  0.11
H: -2.482 -0.611 -1.233  0.12
H: 0.128 2.479 -0.474  0.14
H: -0.611 -2.489 2.475  0.00
H: 3.881 0.086 0.690  0.13